(1)
C8H18BrN | ωB97M-V with the def2-TZVPD basis set

Results
* HOMO-LUMO gap: 6.39 eV
* spin multiplicity: 1

Positions of all 28 atoms, in Å:
C 0.54 -2.89 1.32
C -0.35 -1.72 1.69
C -1.11 -1.03 0.47
N -0.40 0.13 -0.24
C 0.76 -0.49 -1.00
C -1.28 0.79 -1.28
C -0.62 2.20 -1.43
C 0.35 2.47 -0.23
C 0.20 1.21 0.64
H 1.06 -2.79 0.38
H -0.22 -3.66 1.17
H 1.09 -3.29 2.18
H 0.20 -1.01 2.30
H -1.05 -1.98 2.48
H -2.05 -0.58 0.80
H -1.45 -1.70 -0.33
H 1.51 -0.71 -0.24
H 1.29 0.36 -1.45
H 0.42 -1.36 -1.56
H -1.27 0.14 -2.15
H -2.30 0.86 -0.91
H 0.00 2.22 -2.32
H -1.39 2.96 -1.50
H 1.36 2.56 -0.61
H 0.28 3.31 0.46
H 0.94 0.89 1.37
H -0.64 1.29 1.33
Br 4.12 1.82 -1.33

(2)
C5H8NOS2 | ωB97M-V with the def2-TZVPD basis set

Results
* HOMO-LUMO gap (spin up / spin down): 7.34 / 7.34 eV
* spin multiplicity: 1
* charge: +1

Positions of all 17 atoms, in Å:
C 2.08 0.77 -2.45
C 1.00 0.70 -1.55
C 2.74 -0.41 -2.57
C 1.00 -0.61 -0.94
C 0.07 -1.03 0.00
N -2.35 1.06 2.72
O -1.73 -1.35 1.60
S 2.10 -1.71 -1.65
S -1.13 -0.11 0.76
H 2.40 1.68 -3.07
H 0.29 1.51 -1.23
H 3.61 -0.49 -3.25
H 0.19 -2.09 0.32
H -3.14 0.44 2.91
H -2.75 1.96 2.84
H -1.80 1.02 3.55
H -2.59 -1.34 2.02

(3)
C5H13NO2 | ωB97M-V with the def2-TZVPD basis set

Results
* HOMO-LUMO gap: 9.89 eV
* spin multiplicity: 1
* structure (SMILES): CN[C@H](C)CC=O.O

Positions of all 21 atoms, in Å:
C 2.68 -0.69 0.14
N 1.30 -0.73 -0.23
C 0.42 0.17 0.49
C -0.91 0.36 -0.27
C -1.72 1.46 0.35
O -1.35 2.59 0.56
C 0.16 -0.30 1.91
H 3.23 -1.11 -0.71
H 3.09 -0.89 1.13
H 3.05 0.36 0.05
H 0.88 -1.65 -0.29
H 0.80 1.19 0.59
H -0.65 0.56 -1.32
H -1.54 -0.53 -0.39
H -2.71 1.17 0.75
H -0.60 0.25 2.48
H -0.08 -1.36 1.97
H 1.10 -0.22 2.46
H -1.12 -1.71 -3.38
H -0.04 -1.60 -2.38
O -0.92 -1.96 -2.50

The evaluated energy relative to the best compared isomer or geometry (same formula, charge and spin) for the records listed, in turn: 32.3 26.5 45.9 kcal/mol.